The following is a quantum chemistry calculation of 8 unconnected molecules or ions with the total composition C13H32NO9 at a distorted geometry, from the OMol25 dataset.

Results
Gap between HOMO and LUMO in eV: 7.1
LUMO level in eV: 2.564
Total energy in eV: -33915.6291

Geometry as ORCA input:
```
! RIJCOSX wB97M-V def2-TZVPD def2/J DEFGRID3
* xyz -1 1
O -0.26 1.00 -5.58
O 3.19 -1.32 0.32
O -2.92 1.43 -3.74
O 3.26 0.77 5.95
O -0.62 0.47 3.18
O -1.81 -4.62 1.20
O 1.88 1.25 1.83
O 3.24 -0.59 -1.81
O -0.56 2.75 -1.75
N -1.84 -1.74 -0.84
C 1.11 -1.37 -0.85
C -0.95 -2.77 -0.94
C 2.64 -1.08 -0.79
C -0.78 -0.90 2.81
C -2.86 -5.06 2.05
C -1.24 -0.51 -0.78
C 0.41 3.78 -1.83
C 0.50 -2.71 -0.95
C 2.04 1.47 6.16
C 0.19 -0.21 -0.77
C 3.04 1.60 2.57
C 0.72 2.03 -5.66
C -3.86 0.37 -3.84
H -0.08 4.74 -2.02
H -4.12 0.20 -4.89
H -4.75 0.64 -3.28
H 0.32 0.68 3.08
H -1.01 -4.56 1.74
H 1.49 1.52 5.22
H -3.77 -5.14 1.46
H -2.61 -6.04 2.47
H -0.47 -1.03 1.77
H 1.25 2.08 -4.71
H 1.16 -3.60 -1.04
H 1.43 1.81 -6.46
H 2.26 2.49 6.50
H -3.43 -0.54 -3.41
H -0.19 -1.54 3.47
H -2.14 1.17 -4.24
H -1.93 0.37 -0.70
H 1.43 0.95 6.90
H 3.90 1.66 1.90
H 0.95 3.83 -0.89
H 0.53 0.84 -0.70
H 3.72 0.74 6.79
H 2.06 0.38 1.42
H 0.23 2.99 -5.84
H -3.01 -4.34 2.85
H 2.88 2.57 3.04
H -0.72 0.97 -6.42
H -1.84 -1.16 2.90
H -1.02 2.72 -2.59
H 1.12 3.57 -2.64
H 3.23 0.85 3.34
H -1.40 -3.80 -0.99
*
```